Density functional theory data (wB97M-V/def2-TZVPD) for a 11-piece molecular cluster, C54H139N9O18 overall in a non-equilibrium geometry.

Gap between HOMO and LUMO = 8.392 eV
Maximum force = 3.443 eV/A
SMILES = COC[C@H](C)N.COC[C@H](C)N.COCCNCCOC.COCCNCCOC.COCCNCCOC.COCCNCCOC.COCCNCCOC.COCCNCCOC.COCCNCCOC.CCO.CCO
Multiplicity = 1
E_tot = -3987.40068 Ha
LUMO level = 0.6 eV
Total charge = 0

Structure (XYZ):
```
220
Properties=species:S:1:pos:R:3:forces:R:3:mulliken_charge:R:1
H 0.2720 -0.1734 -3.3503 0.359 0.288 0.186 -0.365
C -8.2814 -2.0841 0.8140 -1.414 1.075 1.791 -0.666
C 0.0850 -6.6860 1.6452 -2.043 1.593 1.427 0.512
H 4.3072 1.9928 4.7129 0.239 0.209 -0.251 0.422
H 3.9029 4.5843 0.6362 0.849 0.033 0.682 -0.427
C 0.7785 7.7803 2.9842 -0.293 -0.287 -2.063 -0.075
H -5.6448 1.4249 -2.0167 0.325 0.168 -0.480 0.501
H -7.1916 0.0756 -1.2555 -0.160 -0.423 -0.114 0.376
H 7.3135 4.3822 1.9936 -1.210 1.589 0.543 0.291
H -0.7318 -1.0852 -7.8128 -0.003 -0.284 -0.327 0.364
C -0.0770 -0.8953 -6.9657 -0.447 -1.117 0.343 -0.891
C 3.8313 -8.4594 3.3812 0.851 -1.646 1.529 -0.821
C 0.9121 -1.3029 -1.6635 0.183 -0.588 0.379 0.500
H 4.3617 -8.8496 2.5401 0.309 -0.933 -0.350 0.244
H -2.7985 -2.8619 1.5722 -0.394 0.342 -0.022 0.121
H 2.3353 6.5184 -1.8771 -0.621 0.794 -0.232 0.575
C -1.4039 5.9570 0.8164 -1.269 -0.340 -1.168 -0.440
H 3.6902 -3.7409 0.3457 -0.147 -1.181 0.910 0.211
H 1.6340 -1.9627 -2.1337 0.582 -0.112 0.162 0.629
H 3.2771 3.2532 3.9727 1.308 -0.838 -0.200 0.219
O 0.3773 1.0333 -1.6837 -0.057 0.496 -0.237 0.184
C 3.6138 7.7868 3.1414 0.308 -1.899 1.736 -1.123
H 4.2628 0.3007 0.6287 -1.706 -1.121 -0.111 -0.637
C 3.1531 5.0631 0.0591 -0.889 -0.092 -1.659 0.525
C -2.6161 -1.9586 2.1712 -1.224 1.102 -2.190 0.428
O 3.0053 -7.5186 2.8879 -0.950 1.714 -0.820 -0.174
O 2.3406 -0.1377 2.3418 0.298 -0.960 -0.406 -0.200
H 4.0367 -0.4893 -4.3766 -0.155 -0.453 0.302 0.255
H -0.5693 -2.6296 -2.5970 0.066 0.790 0.026 0.434
C -1.9831 -2.3831 3.4096 1.556 0.078 1.664 -0.613
O -3.8332 -1.1454 2.1213 0.743 -0.182 1.196 -0.404
C 2.6083 5.5354 -2.2148 1.712 -0.235 0.865 0.003
H 5.3363 0.5503 -4.8680 -0.026 0.136 -0.252 0.295
H 5.3071 4.3504 4.5382 0.089 0.137 0.021 0.567
H -2.0528 6.3975 -4.2523 -0.567 0.046 0.498 0.356
O 5.4591 1.7558 -0.0297 -0.172 0.546 1.127 -0.219
C -1.5774 6.0383 -5.1512 0.129 -0.610 0.756 -0.893
C 2.1632 -3.7246 1.8513 -0.180 -0.206 0.972 0.332
H 0.8976 0.0832 3.8148 0.050 -0.046 0.067 0.497
C 0.7427 -7.7314 3.8295 -0.174 1.794 -0.257 -0.700
H 4.5849 -8.0699 4.0830 -0.027 0.240 -0.015 0.293
H -2.1504 0.3501 -3.8625 0.188 -0.568 0.208 -0.259
H 3.0038 0.5176 2.6110 -0.349 0.811 0.254 0.500
O 0.2730 -8.0920 -0.2855 -0.220 -0.893 -0.076 -0.495
H 3.2317 -9.1919 3.9832 0.707 -0.140 -0.738 0.332
H -1.7461 -1.5306 4.0878 -0.045 -0.335 -0.481 0.314
H -0.9277 2.1138 -3.2643 -0.154 0.567 -0.863 -1.025
H -10.7298 -4.2728 0.8471 0.276 0.533 0.170 0.238
H 4.5639 2.7844 -5.7308 0.146 -0.323 -0.383 0.452
C -3.7155 -4.6252 -3.7354 1.649 -0.417 -0.410 -1.279
O -0.6654 0.0215 -6.1182 -1.594 1.589 0.962 -0.082
C -5.3514 0.9713 -1.0729 0.522 -0.351 0.569 -1.326
H 4.4364 1.0266 -1.6538 -0.369 -0.235 -0.219 0.100
C 4.2491 2.6491 3.8276 -2.370 0.866 1.096 -0.680
H 6.2936 3.0253 3.9841 0.794 0.334 -0.827 0.483
H -3.0563 -3.4350 7.6208 -0.004 -0.432 -0.642 0.365
C 3.3872 -4.3379 1.2681 0.318 1.265 -1.485 -0.948
C -0.5417 7.5841 2.2406 0.946 1.074 -1.422 -0.851
C -2.6861 -3.8624 6.6456 -2.824 -0.226 0.010 -0.595
H -2.6183 -3.0310 -2.9454 -0.151 0.128 0.203 -0.944
C 4.5548 8.7971 1.2786 0.560 0.808 0.658 -0.988
C 2.1533 -7.0437 3.8757 -1.542 -0.274 1.184 -0.415
C -1.1909 4.0444 -4.0365 -0.090 2.000 0.841 0.321
H 6.1629 0.5738 -1.4755 -0.031 -0.283 -0.519 0.439
O -3.9433 0.6886 -1.0115 -0.034 1.002 -0.123 0.570
H 3.1958 -5.3762 1.1335 -0.057 -0.855 -0.992 -0.039
N 0.1773 -7.8382 2.4600 0.921 -1.970 1.697 -0.194
H -5.5892 1.7155 -0.3118 -0.179 -0.032 0.364 0.448
H 2.5199 6.0777 -4.1813 -0.742 0.656 -1.302 0.617
H 1.2510 -2.7792 0.4485 -0.738 -0.987 0.746 -0.415
H -8.4876 -1.5435 1.7891 0.824 -0.327 -0.688 0.365
H -6.2975 -2.8485 1.2242 -0.512 0.712 -0.615 0.239
H 0.9928 -6.1331 1.4444 0.256 0.423 0.333 -0.221
H 1.8783 0.2433 -2.8175 1.758 0.436 -0.484 0.242
H -5.7932 -0.9284 -1.7342 -0.018 -0.800 -0.822 0.133
H -1.8927 4.3157 -3.1975 0.126 -0.304 -0.819 0.518
C 5.2247 0.6366 0.8500 2.050 1.745 -0.300 0.259
H -2.6869 -5.8839 8.4052 0.953 -0.409 0.019 0.319
H -1.2897 5.5011 -0.2050 0.293 -0.153 1.226 -0.115
O 5.2717 4.2563 2.4545 1.066 -0.642 1.611 0.377
H -0.2587 -3.0020 -0.9657 -0.331 1.473 -0.289 -0.345
O 3.6627 7.8499 1.7815 -0.270 -0.543 -1.498 0.051
O -0.4108 6.8953 0.9829 1.381 1.250 0.383 -0.307
H 0.4585 8.3851 3.8258 0.526 -0.292 0.810 0.302
C 5.3278 1.1570 2.2824 0.078 0.402 -1.488 -0.828
H -0.9285 8.6058 2.0662 -0.279 -0.475 -0.049 0.335
H -5.3869 -0.8880 0.8155 1.056 -0.109 0.397 0.079
C -4.2883 -3.4054 -1.5829 1.189 1.846 -0.014 -0.953
H -4.3313 -3.3985 5.1802 -1.480 -0.660 0.537 0.461
H -4.0724 -1.3876 -3.6713 0.321 1.261 0.514 -0.088
H -3.5518 0.3918 3.6587 0.471 -0.854 0.051 0.263
H 6.0023 -0.0990 0.5933 -0.292 -0.208 0.422 0.602
H -1.3946 5.2884 1.6905 -0.201 -0.490 -0.622 0.356
C -0.3670 -2.0982 -1.6455 -0.298 -1.680 -0.518 -1.319
C -1.1106 2.6215 -4.2618 -0.322 -2.719 2.087 0.337
C 5.4061 3.6041 3.7441 -1.045 0.748 -0.037 -1.334
H 5.3992 0.3081 2.9298 0.117 -0.555 0.629 0.434
H -1.0169 -2.7696 3.0278 0.019 0.333 0.183 -0.115
H 0.0917 -1.8475 -6.3939 0.131 0.500 -0.745 0.256
H 1.4199 -6.6792 -1.2828 0.721 -1.142 1.918 0.141
H -2.5953 2.6136 -5.6077 -0.223 -0.121 -0.077 0.348
H -0.7395 -6.0356 2.1046 1.420 -0.161 -0.505 -0.181
H 6.2938 1.7366 2.3448 -1.074 -0.303 -0.001 0.367
H 4.6011 8.7346 0.1895 -0.282 0.121 0.206 0.232
H 3.7985 2.5597 1.9249 0.536 -0.635 -0.208 -0.481
O -3.0252 -5.5712 -2.9040 -0.403 -0.615 0.101 -0.118
C -3.1911 1.9341 -1.2435 -0.299 -1.716 1.735 -1.038
H -2.9047 0.7126 2.0561 0.292 0.412 -0.496 0.165
H 3.0671 2.0922 -6.6002 0.781 0.388 0.845 0.342
H -10.7199 -2.8056 1.8108 -0.462 0.872 1.165 0.293
H -3.6857 -4.1530 -1.0861 -0.016 -0.240 0.334 0.548
H 1.6479 2.5105 -2.3662 0.943 0.188 -0.810 0.506
H 0.7994 -8.6592 4.4128 -0.171 -0.278 -0.884 0.418
O 3.6305 5.1327 -1.2804 -0.206 -0.685 -0.680 -0.512
H -3.4753 2.6761 -0.4555 0.139 -0.278 -0.842 0.297
H 6.4882 5.8820 2.9395 0.424 -0.709 -0.608 0.290
C -3.6957 0.2104 2.5824 -0.974 -0.573 0.444 -0.832
H 6.1048 5.5339 1.1773 0.630 -0.131 0.820 0.092
N 1.3896 6.4800 3.2046 -0.095 -0.540 -1.091 -0.211
H -2.5061 -7.1057 7.1249 0.023 -0.562 -0.131 0.215
O 1.0804 -3.6507 0.9451 0.595 1.164 -0.446 0.312
H 2.0868 -5.9709 3.8010 -0.186 0.354 -0.202 0.134
H 1.4825 8.3797 2.3553 -0.879 0.042 0.310 0.166
H 1.9908 1.7755 -0.6771 0.227 0.652 -0.683 -0.265
H 2.2917 4.3692 0.0636 -0.167 0.494 0.301 -0.141
H 2.5228 -7.2636 4.8939 0.291 0.195 -0.286 0.502
H 0.8346 -0.4514 -7.3298 0.529 -0.132 -0.056 0.209
H 2.2135 -0.8861 -0.2144 2.104 0.498 0.483 -0.145
C -10.3172 -3.2466 0.9437 0.587 -1.698 -1.673 -0.781
C -0.5125 -7.1353 0.3775 -0.927 0.469 -1.796 -0.667
N 1.2637 -1.0947 -0.2512 -0.750 -0.515 -0.676 1.221
C 3.2305 5.5744 -3.5916 1.430 0.256 1.193 -1.397
C -2.2683 -6.0970 7.3987 -0.409 1.331 0.422 -0.693
H 0.0566 -7.0910 4.4764 0.643 -0.524 -0.904 0.168
H 4.1388 -0.0375 -6.0453 -0.157 0.008 -0.791 0.358
H -1.8348 -1.4076 1.6503 0.097 0.315 -0.428 -0.143
H -2.6732 -4.3281 3.8323 -0.045 0.168 -0.168 0.216
H -2.1188 6.3298 -5.9892 -0.673 1.280 -1.478 0.321
H -1.4517 -7.6685 0.5915 0.101 0.509 -0.228 0.327
H -5.3201 -2.3740 -3.9180 1.057 0.024 -0.127 0.323
N 4.0791 1.8707 2.6306 0.871 0.204 -0.241 0.311
H -1.1941 -5.8827 7.2623 -0.175 -0.298 0.576 0.269
O -1.5935 4.6512 -5.2563 0.424 -0.580 0.980 -0.431
H -6.8349 -2.8617 -0.4563 0.184 0.415 0.124 -0.044
H 4.1711 -4.3297 1.9880 0.905 0.361 0.617 0.448
H -3.3939 2.1910 -2.2468 -0.275 1.068 -1.096 0.528
H -3.7088 0.4795 -4.6828 0.611 0.301 -0.135 0.345
O -8.9116 -3.3538 0.9600 0.257 0.438 -0.646 -0.338
C 0.9280 -0.0084 -2.4681 -2.594 -0.857 0.094 -0.096
C 4.2748 0.3219 -5.0427 0.800 -0.366 0.826 -0.998
C 0.4867 1.4600 2.2242 0.544 1.776 0.123 0.540
C 1.2745 2.1259 -1.4504 -1.694 -0.919 1.664 -0.459
H 0.6171 2.8948 -1.0136 0.429 -0.057 0.060 0.060
C -6.8423 -2.2251 0.4556 0.225 -2.404 0.548 -0.005
H -3.3739 -2.0748 5.6915 0.293 0.352 -0.420 0.387
H -2.7811 -6.9116 -4.3736 -0.471 -0.268 -0.295 0.349
H -10.5725 -2.7193 0.0293 -0.566 0.353 -0.004 0.354
H -4.2298 -7.2669 -3.3920 -0.285 0.256 0.162 0.324
H 1.9336 -4.3903 2.6922 -0.705 0.302 -0.059 -0.295
H 1.7462 4.8905 -2.1862 -0.479 -0.531 0.189 -0.098
H -0.1578 1.2660 1.3881 -0.800 0.369 -0.335 -0.553
H 0.5509 -0.7370 2.3200 -1.300 -0.409 -0.320 -0.220
H 5.5724 8.6565 1.6747 -0.019 -0.353 -0.086 0.362
H 2.9119 6.0896 0.3466 -0.193 -0.316 0.652 0.413
O 3.4501 1.3774 -4.6920 -0.554 1.173 0.089 0.174
N -2.3978 2.1578 -4.7270 -0.486 -0.435 -0.520 -0.156
H -1.6444 -3.7278 6.6445 1.620 0.327 -0.315 0.383
H -2.1174 1.7098 -1.1651 -0.351 -0.122 0.145 -0.155
H 3.9317 3.6766 -3.5346 0.741 -1.348 1.730 0.106
H -4.6824 0.6843 2.4659 0.368 -0.097 -0.704 0.353
C 2.7974 3.6848 -5.1666 -0.239 1.710 -1.552 0.259
C -2.1099 -0.0596 -6.0058 0.319 -1.982 0.789 -0.831
H 0.6584 -8.5315 1.8834 -0.058 -0.148 0.711 0.396
H 0.8015 -0.2645 0.0928 -0.286 0.017 0.033 -1.104
H -1.1955 -1.4419 -1.4079 -0.486 -0.197 0.324 0.285
O -2.9905 -5.2561 6.5432 -0.394 0.763 -1.052 -0.313
H -0.2488 2.3317 -4.8345 0.418 -0.070 -0.874 0.549
H 4.2805 9.7969 1.6641 -0.111 -0.057 -0.606 0.299
C 1.5518 -7.6191 -0.5686 -1.097 2.307 -1.058 -0.270
H 4.6374 7.7215 3.5736 -0.334 -0.164 -0.089 0.501
C -6.1990 -0.2900 -0.9789 -0.002 0.444 1.314 -0.357
H 2.7712 6.7285 4.7356 -0.290 0.345 1.033 0.484
H -2.5731 -7.6957 -2.8873 -0.342 1.027 0.667 0.204
C -2.6204 0.7100 -4.7671 -0.045 0.633 -0.884 0.120
H 0.0207 2.0884 3.0261 -0.168 -0.820 -0.721 0.497
H 1.2690 2.1824 1.8309 -0.390 -1.209 0.382 -0.499
N 3.6364 4.3287 -4.1853 -0.838 1.112 -1.284 -0.136
H 5.7201 2.2288 -2.0322 -0.382 -0.836 0.921 0.183
C 2.7537 6.5904 3.6764 0.475 1.224 -0.539 0.416
H 1.7497 3.5493 -4.9099 -0.267 -0.630 0.574 -0.273
N -2.5401 -3.4042 4.2080 -0.852 -0.100 1.672 0.106
H 3.2661 5.6836 3.5657 0.678 -1.490 -0.724 -0.860
H -3.2634 -4.5668 -4.7883 -0.209 0.061 1.412 0.394
H -4.2015 -2.4291 -0.9608 -0.139 -1.462 -1.205 -0.028
H -5.3168 -3.7266 -1.5890 -0.383 -0.123 -0.161 0.265
C 5.4221 1.3676 -1.3592 0.849 0.754 -0.977 -0.605
C 3.5283 2.4529 -5.6249 -1.074 -0.650 -1.198 -1.089
H -2.6259 0.2004 -6.9611 0.465 0.209 0.566 0.353
C -3.2026 -6.9123 -3.3583 1.315 0.061 -1.252 -0.870
H 2.1149 -7.5276 0.3635 0.366 0.662 -0.370 -0.020
H 2.6561 4.3947 -6.0828 0.697 -1.106 1.265 0.425
N -4.2804 -2.3004 -3.9795 -1.204 -1.791 0.652 -0.563
H -4.7111 -4.9552 -3.8992 -1.329 -0.331 0.008 0.513
H 4.1473 6.2038 -3.4963 -0.688 -0.098 -0.124 0.294
H -2.4081 6.4256 0.7314 0.237 -0.064 0.380 0.355
H -1.2252 6.9898 2.7768 -0.852 -0.359 1.366 0.500
H 3.1517 8.6131 3.6146 -0.345 1.687 0.135 0.551
C -3.3429 -3.1243 5.4166 2.511 -0.793 0.155 -0.924
C -3.6781 -3.2895 -3.0148 -0.455 0.516 -0.547 2.009
H 2.4017 -2.7582 2.2923 -0.161 0.360 -0.080 0.327
H 1.3549 5.9906 2.2579 0.214 0.910 1.670 0.079
C 6.3958 5.0814 2.1602 -0.005 -0.718 -1.090 -0.875
H -2.3877 -1.1556 -5.7873 0.292 1.269 -0.427 0.357
H -0.2201 4.4253 -3.6743 0.103 0.143 -0.392 -0.362
H 1.9981 -8.3127 -1.2002 0.985 -1.533 -0.928 0.372
H -0.6356 -6.2539 -0.3225 -0.245 -0.702 0.682 0.264
H -0.5767 6.4135 -5.1033 0.886 0.411 -0.359 0.245
C 1.0076 0.1330 2.7256 1.604 0.278 0.897 -0.256
N -6.2458 -0.9637 0.3350 0.206 2.262 -1.163 0.124
H -8.7040 -1.3427 0.0866 -0.380 -1.091 -0.079 0.309
```
Positions in Å, forces in eV/Å.